No. 1
54
Properties=species:S:1:pos:R:3 method="wB97M-V/def2-TZVPD" lumo_ev=-0.40 orbital_gap_ev=8.210 charge=0 e_homo_ev=-8.6063
O -6.18 -6.15 -5.02
C -5.52 -5.30 -4.47
C -5.21 -5.21 -3.05
C -4.45 -4.20 -2.57
C -3.93 -3.21 -3.48
C -3.11 -2.12 -3.02
C -2.59 -1.10 -3.78
C -1.82 -0.20 -3.02
C -1.76 -0.54 -1.70
S -0.87 0.27 -0.40
O -1.69 0.24 0.77
O -0.39 1.52 -0.92
N 0.38 -0.81 -0.20
C 1.72 -0.34 -0.49
C 2.27 0.65 0.54
C 2.38 0.03 1.94
C 2.98 1.04 2.91
N 4.30 1.43 2.45
C 5.08 2.15 3.45
C 4.47 3.46 3.88
C 4.69 4.64 3.17
C 4.07 5.82 3.53
C 3.21 5.86 4.62
C 2.98 4.71 5.35
C 3.61 3.54 4.97
F 3.39 2.43 5.71
C 4.21 2.10 1.17
C 3.66 1.14 0.12
S -2.65 -1.96 -1.35
N -4.20 -3.28 -4.76
N -4.94 -4.27 -5.20
H -5.62 -5.97 -2.41
H -4.21 -4.11 -1.52
H -2.76 -1.02 -4.83
H -1.32 0.67 -3.41
H 0.30 -1.25 0.71
H 2.37 -1.22 -0.57
H 1.66 0.14 -1.46
H 1.58 1.50 0.58
H 1.39 -0.26 2.31
H 3.02 -0.85 1.90
H 3.09 0.58 3.90
H 2.30 1.90 3.00
H 5.18 1.49 4.31
H 6.07 2.33 3.02
H 5.37 4.62 2.33
H 4.26 6.72 2.96
H 2.72 6.78 4.90
H 2.33 4.71 6.21
H 5.22 2.42 0.87
H 3.56 3.00 1.21
H 4.33 0.28 0.04
H 3.60 1.63 -0.85
H -5.11 -4.26 -6.20


No. 2
50
Properties=species:S:1:pos:R:3 method="wB97M-V/def2-TZVPD" lumo_ev=0.60 orbital_gap_ev=9.678 charge=0 e_homo_ev=-9.0791
C 0.83 2.70 1.34
C 0.00 1.62 1.97
C 0.60 0.57 2.66
C -0.16 -0.40 3.28
C -1.55 -0.35 3.22
C -2.40 -1.40 3.89
N -3.49 -1.87 3.07
C -3.30 -2.26 1.90
N -4.34 -2.65 1.08
C -4.10 -2.95 -0.23
O -4.94 -3.30 -1.01
C -2.64 -2.72 -0.57
C -2.52 -1.50 -1.50
C -1.04 -1.29 -1.86
O -0.50 -1.89 -2.76
N -0.40 -0.43 -1.04
C 1.01 -0.16 -1.21
C 1.25 1.03 -2.15
C 2.72 1.25 -2.36
C 3.44 0.37 -3.16
C 4.80 0.54 -3.35
C 5.46 1.59 -2.73
C 4.75 2.47 -1.93
C 3.39 2.30 -1.75
S -1.76 -2.42 0.99
C -2.15 0.69 2.53
C -1.39 1.66 1.90
H 0.33 3.12 0.47
H 1.80 2.32 1.04
H 0.99 3.50 2.06
H 1.68 0.52 2.72
H 0.32 -1.21 3.80
H -2.86 -0.99 4.80
H -1.77 -2.25 4.19
H -5.27 -2.69 1.46
H -2.21 -3.60 -1.06
H -3.07 -1.72 -2.42
H -2.94 -0.62 -1.02
H -0.88 0.04 -0.30
H 1.47 -1.05 -1.63
H 1.45 0.04 -0.23
H 0.79 1.93 -1.74
H 0.77 0.80 -3.11
H 2.93 -0.45 -3.65
H 5.35 -0.15 -3.97
H 6.52 1.73 -2.87
H 5.26 3.30 -1.46
H 2.84 3.00 -1.14
H -3.23 0.74 2.47
H -1.87 2.46 1.37


No. 3
54
Properties=species:S:1:pos:R:3 method="wB97M-V/def2-TZVPD" lumo_ev=0.23 orbital_gap_ev=8.995 charge=0 e_homo_ev=-8.7664
O -0.51 -4.01 1.30
C -1.26 -3.27 0.69
C -2.69 -3.75 0.41
O -3.50 -2.87 -0.36
C -4.18 -1.93 0.31
O -4.12 -1.75 1.49
C -5.04 -1.09 -0.63
N -4.83 0.31 -0.36
C -3.55 0.77 -0.41
O -2.65 0.03 -0.80
C -3.32 2.17 -0.01
C -4.30 3.16 -0.15
C -4.03 4.46 0.23
C -2.79 4.78 0.76
C -1.82 3.81 0.91
C -2.08 2.51 0.52
N -0.95 -2.05 0.22
C 0.25 -1.35 0.39
C 0.42 -0.17 -0.35
C 1.56 0.58 -0.20
C 2.54 0.17 0.68
S 4.03 1.16 0.86
O 4.56 0.94 2.17
O 3.73 2.49 0.44
N 5.17 0.57 -0.21
C 5.62 -0.78 0.02
C 4.81 -1.69 -0.92
C 4.26 -0.73 -2.00
C 4.82 0.65 -1.61
C 2.38 -0.98 1.43
C 1.24 -1.75 1.28
H -3.16 -3.94 1.38
H -2.63 -4.68 -0.15
H -6.09 -1.34 -0.47
H -4.76 -1.32 -1.67
H -5.51 0.81 0.18
H -5.25 2.92 -0.60
H -4.78 5.22 0.10
H -2.59 5.80 1.06
H -0.85 4.06 1.32
H -1.33 1.74 0.63
H -1.65 -1.53 -0.31
H -0.36 0.14 -1.03
H 1.70 1.50 -0.74
H 6.69 -0.83 -0.22
H 5.50 -1.02 1.08
H 4.00 -2.17 -0.38
H 5.44 -2.46 -1.36
H 3.17 -0.72 -1.98
H 4.58 -1.02 -3.00
H 5.73 0.87 -2.18
H 4.11 1.47 -1.75
H 3.15 -1.26 2.14
H 1.11 -2.65 1.86


No. 4
54
Properties=species:S:1:pos:R:3 method="wB97M-V/def2-TZVPD" lumo_ev=0.04 orbital_gap_ev=7.564 charge=0 e_homo_ev=-7.5284
C -0.76 0.79 -4.20
C -1.86 -0.26 -4.12
C -1.77 -1.09 -2.90
N -0.82 -1.06 -2.04
N -0.94 -1.92 -1.03
C -2.00 -2.65 -1.10
N -2.39 -3.64 -0.25
C -1.73 -4.20 0.84
O -2.12 -5.25 1.27
C -0.59 -3.43 1.41
C 0.59 -4.11 1.71
C 1.65 -3.44 2.29
C 1.54 -2.09 2.59
C 0.35 -1.44 2.31
S 0.23 0.31 2.67
O 0.74 0.58 3.98
O -1.12 0.74 2.38
N 1.35 0.89 1.58
C 0.93 0.78 0.19
C 0.02 1.95 -0.19
N 0.65 3.23 0.07
C 1.47 3.82 -0.88
C 1.79 3.21 -2.09
C 2.54 3.87 -3.05
C 3.01 5.15 -2.82
C 2.70 5.78 -1.62
C 1.94 5.13 -0.67
C 0.97 3.33 1.48
C 1.91 2.19 1.90
C -0.71 -2.09 1.73
S -3.00 -2.29 -2.51
H -0.88 1.52 -3.40
H 0.21 0.33 -4.09
H -0.81 1.31 -5.15
H -1.79 -0.93 -4.99
H -2.84 0.21 -4.16
H -3.20 -4.17 -0.53
H 0.66 -5.16 1.48
H 2.57 -3.97 2.52
H 2.34 -1.54 3.05
H 0.42 -0.17 0.06
H 1.84 0.79 -0.43
H -0.28 1.88 -1.24
H -0.88 1.90 0.42
H 1.47 2.20 -2.30
H 2.78 3.36 -3.97
H 3.60 5.66 -3.57
H 3.04 6.78 -1.43
H 1.69 5.66 0.24
H 1.44 4.29 1.71
H 0.04 3.25 2.05
H 2.08 2.20 2.98
H 2.87 2.29 1.37
H -1.63 -1.54 1.56